Here is a molecular structure, C33H69N3O22Zr at a distorted geometry from the Open Molecules 2025 dataset. Energies are from ωB97M-V with the def2-TZVPD basis set.

XYZ file:
```
128
C33H69N3O22Zr (ωB97M-V with the def2-TZVPD basis set)
Zr 0.32653 -3.90650 1.16198
O -0.48314 -0.91185 0.44140
C 0.41307 0.15490 0.07275
C 1.94676 -0.16004 0.09430
O 2.30115 -1.54900 0.33267
H 0.16204 0.97453 0.74603
H 0.06538 0.50238 -0.90011
H 2.34813 0.51328 0.85170
H 2.35667 0.21330 -0.84415
C -3.86262 2.64518 3.47768
N -2.87469 3.70802 3.87172
O -3.01158 4.22073 4.97776
O -1.95180 3.93976 3.04721
H -4.47459 2.98052 2.64033
H -4.52076 2.42263 4.31758
H -3.36384 1.74211 3.12584
C 6.67548 -2.30474 -1.78581
N 7.11306 -1.21211 -2.64540
O 6.80066 -0.08769 -2.28047
O 7.82991 -1.48920 -3.61372
H 6.70041 -1.96815 -0.74939
H 7.34008 -3.16264 -1.88795
H 5.70534 -2.56389 -2.20979
C 3.11262 2.17584 -4.84277
N 3.60867 3.50073 -4.58420
O 2.87408 4.44636 -4.82385
O 4.73535 3.58675 -4.13577
H 3.59570 1.50065 -4.13649
H 3.54916 1.87194 -5.79419
H 2.02764 2.07575 -4.87286
O -3.17417 -4.70534 -0.07396
C -4.32461 -4.85140 -0.46207
O -5.47886 -4.59691 0.16905
C -5.41494 -4.09295 1.50448
C -6.85369 -4.21507 2.03676
C -4.57688 -5.50076 -1.77897
H -5.12686 -3.04350 1.44308
H -4.73033 -4.68458 2.11224
H -7.21738 -5.24257 2.02856
H -7.51978 -3.60440 1.42726
H -6.87614 -3.75176 3.02314
H -3.65209 -5.34146 -2.33350
H -5.42702 -5.13510 -2.35486
H -4.73402 -6.57249 -1.65733
O 0.51557 -1.32526 4.57273
C 0.24663 -0.57262 5.50218
O 0.92416 0.37329 6.09591
C 2.27518 0.46669 5.75635
C 2.47962 1.92001 5.27806
C -1.03999 -0.68720 6.22378
H 2.73606 -0.28290 5.11307
H 2.83688 0.36179 6.68457
H 2.18629 2.66304 6.01966
H 1.70497 2.15344 4.54763
H 3.41246 2.13366 4.75628
H -1.45178 0.24140 6.61903
H -0.98911 -1.48648 6.96316
H -1.79001 -1.11903 5.56114
O 3.06222 7.53254 4.88251
C 2.41887 7.70416 3.89991
O 2.74539 7.38219 2.62732
C 4.07162 6.78297 2.37511
C 4.22970 6.18006 0.97254
C 1.11337 8.51287 3.98192
H 4.07130 5.91917 3.03992
H 4.91058 7.43425 2.62024
H 5.26578 6.03791 0.66523
H 3.71686 6.73872 0.18962
H 3.76977 5.19372 0.91163
H 1.33924 9.55925 3.77661
H 0.58974 8.31885 4.91801
H 0.39236 8.22485 3.21689
O -4.54852 -0.99489 -3.87110
C -4.93408 0.19096 -4.04577
O -5.43645 0.74761 -5.19774
C -5.50352 0.13812 -6.50477
C -6.50201 -0.98734 -6.65919
C -5.10724 1.22586 -2.92395
H -4.55919 -0.14262 -6.97117
H -5.96062 0.84604 -7.19615
H -6.53118 -1.13055 -7.73935
H -7.45679 -0.76722 -6.18165
H -6.01433 -1.85143 -6.20795
H -4.29960 1.94423 -3.06461
H -4.97247 0.78985 -1.93409
H -6.09952 1.67122 -2.99542
O 0.43868 -4.32779 -3.12150
C 0.53111 -4.39055 -4.36962
O 0.65951 -5.51512 -5.07592
C 0.68243 -6.71294 -4.42323
C 1.05824 -7.74476 -5.44234
C 0.36502 -3.19217 -5.27122
H -0.35975 -6.88296 -4.15295
H 1.42987 -6.74354 -3.63045
H 1.20860 -8.66916 -4.88468
H 1.98529 -7.55332 -5.98274
H 0.25668 -7.84626 -6.17398
H 0.95533 -3.41344 -6.16042
H 0.62391 -2.25376 -4.78084
H -0.62201 -3.11589 -5.72735
O -3.86107 6.79363 -3.34634
C -2.75172 6.61750 -3.78977
O -1.69446 5.98698 -3.26787
C -1.63001 5.39141 -2.00378
C -0.52623 6.20277 -1.37318
C -2.45587 7.11743 -5.21490
H -1.19943 4.39029 -2.02493
H -2.56360 5.34379 -1.44323
H -0.12126 5.61624 -0.54850
H -0.93227 7.17046 -1.07853
H 0.22385 6.41957 -2.13374
H -1.46109 6.80855 -5.53598
H -2.62548 8.19320 -5.16981
H -3.20745 6.81614 -5.94460
O 3.03845 -4.89199 3.96485
C 4.08198 -5.07700 4.57750
O 4.13620 -5.47499 5.80471
C 2.98118 -5.71705 6.53339
C 3.38648 -6.16020 7.95844
C 5.43715 -4.92912 3.90592
H 2.45134 -6.54966 6.07066
H 2.32633 -4.84777 6.59363
H 3.99882 -7.05700 7.86419
H 2.51845 -6.27370 8.60785
H 4.08601 -5.45530 8.40775
H 6.12776 -5.51066 4.51661
H 5.71889 -3.87907 3.98420
H 5.54783 -5.24527 2.86867
```

Kohn-Sham gap ... 1.48 eV
Charge ... +2
ΔE to the lowest compared entry with this formula, charge and spin ... 1844.3 kJ/mol


Here is a molecular structure, C33H69N7O5PtSSi2 at a distorted geometry from the Open Molecules 2025 dataset. Energies are from ωB97M-V with the def2-TZVPD basis set.

XYZ file:
```
118
C33H69N7O5PtSSi2 (ωB97M-V with the def2-TZVPD basis set)
Pt 0.46277 -0.65254 0.84067
C -1.96068 3.80469 -0.27806
C -0.81740 3.70554 0.73458
C 0.51507 3.79098 -0.04695
C -0.94480 4.83351 1.74569
O -0.82583 2.45120 1.39547
Si -1.94427 1.59822 2.26074
S -1.63839 -0.43748 1.73095
O -3.39644 2.10199 1.76555
C -4.72114 2.08922 2.35462
C -4.76630 3.07681 3.51096
C -5.66195 2.51538 1.24061
C -5.03047 0.67292 2.81781
O -1.74191 1.92570 3.83184
C -1.19425 1.30624 5.00622
C -2.08774 0.14747 5.42561
C 0.21877 0.81933 4.70589
C -1.17527 2.39013 6.07294
H -1.94898 4.78221 -0.76291
H -2.90979 3.67769 0.23574
H -1.89448 3.03276 -1.04543
H 0.42997 4.67709 -0.68167
H 0.03652 1.94350 -0.70118
H 2.57763 3.67895 0.26261
H -0.79765 5.80389 1.26754
H -0.23900 4.72104 2.56733
H -1.94587 4.82350 2.17743
H -4.54729 4.08580 3.15745
H -4.03979 2.81106 4.27697
H -5.76003 3.08135 3.95972
H -5.39629 3.50879 0.87741
H -6.68900 2.54781 1.60441
H -5.61019 1.81299 0.40847
H -4.34068 0.36432 3.60606
H -4.94299 -0.02546 1.98467
H -6.04412 0.61407 3.21514
H -2.14679 -0.59705 4.63027
H -3.09210 0.50735 5.65033
H -1.69115 -0.33021 6.32264
H 0.21129 0.07332 3.90762
H 0.66112 0.37683 5.60022
H 0.83891 1.66437 4.40057
H -2.18016 2.77962 6.23285
H -0.53250 3.21674 5.76547
H -0.80515 1.99163 7.01806
N -0.34169 -1.83404 -0.96310
C 0.78355 -2.25918 -1.81170
C 0.66324 -3.72099 -2.25010
C 0.84931 -4.78384 -1.13693
C 1.92618 -5.81620 -1.49248
N 3.24641 -5.19462 -1.54204
C 4.24552 -5.38102 -0.69460
N 4.33912 -6.50010 0.04298
N 5.17793 -4.43478 -0.58794
C 2.15335 -1.92113 -1.18255
O 3.15436 -2.36637 -1.75762
O 2.21698 -1.17062 -0.15509
H -0.83636 -2.60671 -0.53359
H -1.03162 -1.28686 -1.46427
H 0.75737 -1.64782 -2.71622
H 1.37073 -3.89378 -3.06270
H -0.32589 -3.83166 -2.69880
H -0.08074 -5.33452 -0.98854
H 1.09777 -4.31414 -0.17860
H 1.70931 -6.23452 -2.47679
H 1.92814 -6.64378 -0.78491
H 3.26249 -4.27934 -1.99865
H 3.82516 -7.31632 -0.24242
H 5.18603 -6.67682 0.55671
H 4.96135 -3.50906 -0.94535
H 5.98848 -4.56294 -0.00895
C 2.91387 1.93567 -2.86105
Si 1.26438 2.74487 -2.53274
C 1.42699 4.55686 -2.95933
C -0.07540 1.93339 -3.54240
N 0.79346 2.61129 -0.82252
C 1.77910 4.11381 0.89592
C 1.84593 3.34945 2.13166
C 2.22820 3.93228 3.31193
C 2.52719 5.29522 3.33370
C 2.44578 6.10983 2.19136
C 2.07944 5.53911 1.01124
H 3.42063 2.48911 -3.65531
H 2.81563 0.91077 -3.21295
H 3.57047 1.92669 -1.99031
H 1.76603 4.63036 -3.99523
H 2.18460 5.05929 -2.35118
H 0.49466 5.11912 -2.88659
H 0.25704 1.80377 -4.57482
H -0.98798 2.53116 -3.56456
H -0.33720 0.94352 -3.15983
H 1.59467 2.29419 2.08065
H 2.28185 3.35555 4.22426
H 2.82812 5.74740 4.27174
H 2.67726 7.16321 2.25815
H 2.01999 6.13841 0.10933
C 4.60913 -1.21282 1.86612
C 3.41830 -0.83501 2.73356
N 2.91018 -1.96601 3.50723
C 3.70296 -2.29378 4.69853
C 3.31860 -1.46824 5.91890
C 1.69024 -2.49247 3.30903
C 1.28836 -3.65778 4.17961
N 0.86110 -2.09542 2.38831
H 4.97644 -0.33237 1.33813
H 4.29980 -1.94043 1.11649
H 5.43675 -1.61474 2.45114
H 2.61971 -0.46552 2.09704
H 3.68221 -0.03844 3.43463
H 4.74538 -2.10754 4.44322
H 3.62867 -3.35678 4.91355
H 3.42589 -0.40117 5.72158
H 3.96422 -1.71814 6.76002
H 2.28666 -1.65173 6.21875
H 2.00453 -4.47358 4.08830
H 0.30871 -4.02359 3.88332
H 1.23873 -3.37196 5.22900
H 0.00158 -2.62348 2.43497
```

Kohn-Sham gap (alpha / beta) ... 5.41 / 5.40 eV
Charge ... +2
ΔE to the lowest compared entry with this formula, charge and spin ... 0.0 kJ/mol


Here is a molecular structure, C33H69O14P at a distorted geometry from the Open Molecules 2025 dataset. Energies are from ωB97M-V with the def2-TZVPD basis set.

XYZ file:
```
117
C33H69O14P (ωB97M-V with the def2-TZVPD basis set)
C 111.63400 37.52500 28.53200
C 110.62900 38.46400 29.12200
O 109.92200 39.18500 28.40000
C 110.77000 38.69800 30.56300
H 112.73400 37.79000 28.70000
H 111.60200 37.52400 27.42800
H 111.28100 36.36900 28.60300
H 111.53600 39.50900 30.91800
H 111.19100 37.86800 30.99700
H 109.83400 38.96300 31.07900
C 109.69600 37.96300 24.47900
C 110.22000 37.49900 25.83000
O 110.88100 36.49500 25.84200
C 109.64000 38.20900 27.05300
H 109.55000 37.16900 23.87400
H 110.44600 38.55200 23.98800
H 108.82100 38.58700 24.48800
H 110.40100 37.93400 27.68600
H 108.77300 37.59900 27.18500
H 109.32000 39.30600 27.02900
C 113.78500 30.19400 25.38000
C 114.86800 29.14200 25.31300
O 115.43100 28.80200 26.27700
C 115.54800 28.77800 23.94400
H 113.68700 30.69100 24.39600
H 113.80800 30.92800 26.20800
H 112.75300 29.63100 25.43000
H 116.40600 28.16900 24.09200
H 115.87800 29.58900 23.36000
H 114.71900 28.38700 23.47400
C 110.29900 35.72100 24.48800
C 111.53600 35.31700 25.34300
O 112.44600 35.99900 25.53800
C 111.53100 33.88300 26.04600
H 110.07100 35.02600 23.45100
H 110.43500 36.71500 24.14200
H 109.50700 35.75200 25.16100
H 110.76700 33.85100 26.99000
H 112.50500 33.52100 26.29000
H 111.00100 33.01400 25.47100
C 114.26700 34.54500 22.48100
C 113.08800 33.79000 21.78700
O 111.97400 34.24700 21.92300
C 113.32400 32.48700 21.24400
H 113.96200 35.37600 23.04900
H 114.50800 34.89000 21.68700
H 115.00000 33.85100 22.92100
H 112.44500 32.00500 20.92500
H 113.90600 31.78000 22.01100
H 113.87400 32.62300 20.28900
C 108.45400 37.29500 19.07700
C 107.95200 36.90200 20.42500
O 108.73200 36.57400 21.38500
C 106.47200 37.00600 20.70800
H 109.51000 37.16900 19.08300
H 108.11900 38.43000 18.64900
H 108.04000 36.48200 18.45000
H 106.02000 37.40800 19.89100
H 106.22600 37.46900 21.69300
H 106.04000 36.02000 21.06100
C 114.05200 38.10000 19.77000
C 114.37200 38.03200 21.20600
O 115.40400 37.67500 21.65700
C 113.28900 38.45700 22.29200
H 114.34700 37.33300 19.17400
H 114.29400 39.12900 19.51400
H 112.96100 38.04200 19.51000
H 112.34800 38.01800 22.24000
H 113.05100 39.47200 22.13100
H 114.05000 38.49000 23.21300
C 107.61200 34.47100 24.41000
C 107.22400 34.15500 25.94800
O 106.13700 33.74200 26.22400
C 108.31600 34.31400 26.94100
H 108.33900 33.80900 24.03800
H 107.82400 35.62600 24.32200
H 106.75700 34.38800 23.95100
H 109.31700 33.91200 26.57000
H 108.02900 33.87000 27.97800
H 108.67300 35.45600 27.05800
C 113.60300 30.82800 29.03900
C 112.16000 31.07200 29.37200
O 111.56000 31.80300 28.72900
C 111.49800 30.50300 30.65300
H 113.95700 30.14700 28.35200
H 114.17000 30.38300 29.86700
H 114.06200 31.71500 28.63500
H 110.59600 29.86400 30.31000
H 111.47400 31.20700 31.35300
H 112.11800 29.46800 31.02400
C 115.52900 36.43200 25.51300
C 116.17800 35.09700 25.95600
O 117.40800 35.07800 26.16800
C 115.21300 33.86700 26.03200
H 114.80900 36.93900 26.14800
H 115.24500 36.43800 24.61800
H 116.34500 37.12400 25.44000
H 115.72000 32.96700 26.19500
H 114.41900 33.53000 25.23200
H 114.56700 34.17100 26.88500
C 109.78500 31.08500 27.93300
O 108.76400 30.15600 27.88700
P 108.03100 29.61800 29.17500
O 108.48400 30.38100 30.41700
O 106.48700 29.99000 28.91700
C 106.13900 31.28800 28.27200
O 108.07100 28.03700 29.36200
C 107.26200 27.28400 30.20600
H 110.58200 30.65900 28.53600
H 109.43600 31.79900 28.53600
H 109.99000 31.31800 26.98300
H 105.07900 31.31300 28.41500
H 106.60400 31.46500 27.24600
H 106.55200 32.23500 28.65700
H 106.19300 27.59500 30.00700
H 107.28800 27.40200 31.24700
H 107.35000 26.36700 29.71700
```

Kohn-Sham gap ... 6.98 eV
Charge ... 0


Here is 8 unconnected molecules or ions with the total composition C33H70NO14PS7 at a distorted geometry from the Open Molecules 2025 dataset. Energies are from ωB97M-V with the def2-TZVPD basis set.

XYZ file:
```
126
C33H70NO14PS7 (ωB97M-V with the def2-TZVPD basis set)
C -0.90543 0.42524 6.06735
C 0.57812 0.57059 5.59107
C 0.86768 -0.02713 4.16868
C 1.56128 -1.42550 4.28977
C 0.93351 -2.57870 3.41631
P -0.93862 -2.66955 3.37368
N -1.45645 -1.79934 1.91952
H -1.62787 0.23366 5.26075
H -0.96647 -0.32698 6.87379
H -1.19776 1.38970 6.52623
H 0.83268 1.63931 5.54771
H 1.22658 0.06009 6.32165
H -0.00395 -0.01264 3.49834
H 1.61864 0.64859 3.71450
H 1.61233 -1.79877 5.32885
H 2.61844 -1.30563 3.97874
H 1.27797 -3.53182 3.86443
H 1.39347 -2.53962 2.41286
H -1.36526 -1.83988 4.45245
H -1.58253 -0.81451 2.14737
H -0.68292 -1.81133 1.25826
C -4.14097 -3.02488 -0.13185
C -5.56417 -3.49355 0.19001
C -6.26485 -3.78340 -1.14130
S -4.97275 -4.24190 -2.29390
O -4.89836 -3.23370 -3.32983
O -5.08888 -5.64779 -2.59968
C -3.60743 -4.00390 -1.16832
H -3.51104 -3.00095 0.75646
H -4.17020 -2.01612 -0.55126
H -5.51920 -4.40681 0.78822
H -6.11361 -2.75067 0.76875
H -6.97530 -4.60426 -1.05646
H -6.76428 -2.89818 -1.53413
H -2.74045 -3.62702 -1.70949
H -3.37776 -4.96880 -0.71500
C -3.46951 1.30420 -3.25590
C -2.68230 0.77610 -4.45906
C -1.28753 0.38603 -3.95920
S -1.47975 -0.06073 -2.23702
O -0.76398 0.89632 -1.42562
O -1.28828 -1.48751 -2.09180
C -3.22571 0.30294 -2.13276
H -4.53172 1.40360 -3.47852
H -3.09102 2.28888 -2.96837
H -3.18787 -0.10356 -4.86543
H -2.61959 1.51447 -5.25794
H -0.88797 -0.46407 -4.50466
H -0.59403 1.22354 -4.01517
H -3.46109 0.69540 -1.14502
H -3.77009 -0.62655 -2.30953
C 4.35292 4.65001 7.90832
C 3.72369 5.83380 7.16655
C 2.95449 5.26625 5.97017
S 2.45735 3.60948 6.43299
O 3.14133 2.66846 5.57675
O 1.02473 3.57623 6.61768
C 3.25038 3.60377 8.03272
H 4.73834 4.94250 8.88474
H 5.18435 4.24835 7.32358
H 3.03349 6.35698 7.83338
H 4.47545 6.55374 6.84366
H 2.06918 5.85618 5.74217
H 3.58786 5.19105 5.08904
H 3.62363 2.60598 8.25461
H 2.50621 3.89991 8.77265
C -0.72586 -4.65784 -6.15730
C 0.65794 -4.69032 -6.81585
C 0.79035 -3.42438 -7.66984
S -0.25474 -2.19104 -6.89678
O -1.33590 -1.87141 -7.79820
O 0.57350 -1.16578 -6.30264
C -0.88823 -3.24752 -5.60264
H -0.81923 -5.40788 -5.37257
H -1.49660 -4.85557 -6.90656
H 1.42900 -4.69441 -6.04146
H 0.79690 -5.58695 -7.41985
H 1.81458 -3.05858 -7.69754
H 0.42554 -3.58371 -8.68358
H -1.92272 -2.98540 -5.38479
H -0.26827 -3.09741 -4.71739
C 6.56899 4.43104 1.13472
C 5.03740 4.36043 1.16741
C 4.56550 5.25012 2.31929
S 5.82050 6.51534 2.52428
O 6.44138 6.32803 3.81703
O 5.28429 7.79280 2.11464
C 6.93165 5.91123 1.26024
H 6.97656 3.99843 0.22171
H 6.97556 3.87535 1.98482
H 4.63977 4.73226 0.23064
H 4.68015 3.33719 1.29100
H 3.60945 5.72372 2.10290
H 4.50064 4.69187 3.25246
H 7.96233 6.07856 1.56772
H 6.73315 6.47077 0.32844
C 3.55929 8.67437 -2.98194
C 4.40676 8.13566 -4.14022
C 5.75181 7.69092 -3.55553
S 5.42735 7.22941 -1.85485
O 6.12460 8.14936 -0.99109
O 5.56950 5.79818 -1.72342
C 3.69333 7.65178 -1.85954
H 2.51840 8.81403 -3.27222
H 3.95127 9.64081 -2.65518
H 3.90104 7.27979 -4.59400
H 4.54640 8.88360 -4.92047
H 6.16284 6.83455 -4.08611
H 6.47522 8.50500 -3.54838
H 3.40754 8.03941 -0.88301
H 3.13093 6.74433 -2.08385
C -5.76066 -10.65284 -1.73342
C -7.29262 -10.68750 -1.70433
C -7.74880 -9.82552 -0.52216
S -6.46892 -8.59418 -0.28046
O -5.84530 -8.82418 1.00113
O -6.97933 -7.29717 -0.65705
C -5.37542 -9.18749 -1.56028
H -5.36388 -11.06298 -2.66194
H -5.36200 -11.24473 -0.90523
H -7.68309 -10.27085 -2.63601
H -7.67242 -11.70562 -1.61735
H -8.69280 -9.32462 -0.72540
H -7.82835 -10.40926 0.39389
H -4.34115 -9.04506 -1.25507
H -5.58228 -8.61372 -2.46437
```

Kohn-Sham gap ... 8.15 eV
Charge ... 0
ΔE to the lowest compared entry with this formula, charge and spin ... 0.0 kJ/mol


The records above yield DFT total energy values of -86097.11773, -85841.04073, -73259.77489, -150644.22211 eV, respectively.